{"formula": "C45H70N23O2S", "method": "wB97M-V/def2-TZVPD", "species": ["C", "N", "N", "C", "S", "C", "C", "C", "C", "N", "C", "N", "C", "O", "C", "N", "O", "H", "H", "H", "H", "H", "H", "H", "H", "H", "H", "H", "H", "H", "H", "H", "H", "C", "C", "N", "H", "H", "H", "C", "C", "N", "H", "H", "H", "C", "C", "N", "H", "H", "H", "C", "C", "N", "H", "H", "H", "C", "C", "N", "H", "H", "H", "C", "C", "N", "H", "H", "H", "C", "C", "N", "H", "H", "H", "C", "C", "N", "H", "H", "H", "C", "C", "N", "H", "H", "H", "C", "C", "N", "H", "H", "H", "C", "C", "N", "H", "H", "H", "C", "C", "N", "H", "H", "H", "C", "C", "N", "H", "H", "H", "C", "C", "N", "H", "H", "H", "C", "C", "N", "H", "H", "H", "C", "C", "N", "H", "H", "H", "C", "C", "N", "H", "H", "H", "C", "C", "N", "H", "H", "H"], "positions_angstrom": [[-0.421861, -0.104102, 1.287083], [0.349300, -0.625057, 0.354368], [-0.356224, -1.583590, -0.338859], [-1.540207, -1.580484, 0.245700], [-3.009795, -2.585445, -0.072076], [-4.374105, -1.408630, 0.280707], [-5.797114, -1.995886, 0.023464], [-6.803588, -1.470519, 1.105024], [-7.205197, 0.057663, 0.980418], [-6.542534, 0.807728, -0.116059], [-5.748876, 1.860086, 0.109129], [-6.129232, 3.163460, -0.296168], [-4.964229, 4.059474, -0.270541], [-4.344465, 4.179816, 0.992172], [-4.250268, 2.918749, 1.642073], [-4.489968, 1.752444, 0.772810], [-1.691315, -0.667569, 1.257778], [-0.146584, 0.678407, 2.011942], [-4.235753, -0.561506, -0.437171], [-4.296735, -0.963453, 1.303224], [-5.755966, -3.108194, 0.143811], [-6.201342, -1.761879, -0.987235], [-6.371883, -1.666293, 2.120594], [-7.751579, -2.067957, 1.082297], [-6.888602, 0.562364, 1.928393], [-8.309512, 0.119206, 0.838669], [-6.634607, 0.498395, -1.085085], [-6.837387, 3.442926, 0.393496], [-4.179960, 3.779275, -1.017949], [-5.324059, 5.069675, -0.587848], [-3.276325, 2.854763, 2.186126], [-5.032207, 2.879700, 2.450138], [-3.742927, 1.707410, 0.060722], [-0.091231, -2.612892, -3.930092], [-0.985661, -2.606198, -5.105399], [-1.687063, -2.600846, -6.016855], [0.277233, -3.620834, -3.748180], [0.753846, -1.954060, -4.104509], [-0.636113, -2.268207, -3.050509], [-10.026442, 1.957703, -2.217002], [-9.141682, 0.855057, -2.646178], [-8.446907, -0.001214, -2.973610], [-10.551451, 2.366742, -3.079214], [-10.756436, 1.587596, -1.498053], [-9.435262, 2.746235, -1.752622], [-7.332410, -1.107007, -6.379842], [-8.169519, -1.123452, -7.595558], [-8.823919, -1.136146, -8.540205], [-6.964176, -2.109706, -6.171444], [-6.483629, -0.437422, -6.522370], [-7.920533, -0.761493, -5.530056], [3.054593, -2.256098, 1.676099], [4.506725, -2.525714, 1.666568], [5.638336, -2.735573, 1.660311], [2.502087, -3.192063, 1.615196], [2.780102, -1.742034, 2.593700], [2.788859, -1.630022, 0.824695], [2.379676, -2.930354, 5.875266], [1.485296, -2.932464, 4.698869], [0.793398, -2.934041, 3.779980], [2.748572, -3.938662, 6.060726], [3.225275, -2.268341, 5.697890], [1.839439, -2.585326, 6.754402], [7.234711, 0.861521, 0.417983], [5.800679, 1.166378, 0.244847], [4.682488, 1.398075, 0.112909], [7.803373, 1.269542, -0.416927], [7.597459, 1.303555, 1.345579], [7.381577, -0.217772, 0.456638], [-4.606256, 0.341611, -4.316401], [-4.041710, 0.619516, -2.981035], [-3.599911, 0.836204, -1.940596], [-5.616811, -0.055373, -4.214659], [-4.640481, 1.259888, -4.901958], [-3.985581, -0.389681, -4.836076], [4.880732, -6.508466, 5.965717], [3.589010, -6.555368, 6.683539], [2.584735, -6.591593, 7.241459], [5.076669, -7.470119, 5.492825], [4.852370, -5.735052, 5.198823], [5.685538, -6.285627, 6.665012], [5.780379, -10.675202, 6.500886], [6.873490, -10.361738, 5.557594], [7.722771, -10.117898, 4.823303], [5.867572, -11.706810, 6.838672], [5.834961, -10.011967, 7.363429], [4.817633, -10.541455, 6.008830], [1.489150, 1.048528, 6.490297], [2.604316, 0.236512, 7.017943], [3.479202, -0.383968, 7.437624], [1.567583, 1.123352, 5.406199], [0.538377, 0.583082, 6.748193], [1.524995, 2.048583, 6.920285], [3.997500, 4.546490, 1.005288], [2.836586, 5.388275, 0.646885], [1.931492, 6.041212, 0.367893], [4.025933, 4.392431, 2.083253], [3.920841, 3.578923, 0.509954], [4.920475, 5.033823, 0.691647], [8.246974, 6.413063, 1.813135], [7.599570, 5.211050, 2.372392], [7.088768, 4.278419, 2.808306], [8.910704, 6.126956, 0.998598], [7.487978, 7.094042, 1.428662], [8.819785, 6.925864, 2.582278], [-10.645073, -4.676621, -6.563942], [-9.423304, -4.206241, -5.880879], [-8.470879, -3.840129, -5.352428], [-10.532551, -5.723382, -6.842824], [-11.502368, -4.574625, -5.899952], [-10.816351, -4.084232, -7.462128], [4.061860, 5.754957, -3.020973], [5.354960, 5.988047, -2.339207], [6.375632, 6.170910, -1.812855], [4.225644, 5.621761, -4.090940], [3.586140, 4.858275, -2.621328], [3.400994, 6.606937, -2.865342], [10.458878, 4.590863, -1.494349], [9.011843, 4.869815, -1.640861], [7.880074, 5.109069, -1.714211], [11.003469, 5.002557, -2.343635], [10.835290, 5.044932, -0.577448], [10.624061, 3.515354, -1.452824], [-3.092423, -7.049523, -0.376606], [-4.227905, -6.181547, -0.749077], [-5.118585, -5.515357, -1.045028], [-3.088234, -7.210574, 0.700592], [-3.181609, -8.010867, -0.880667], [-2.155285, -6.578289, -0.670409], [2.614945, -0.391018, -6.857513], [2.368029, -1.737158, -6.302129], [2.175928, -2.785107, -5.871830], [2.194943, 0.365077, -6.195193], [3.686475, -0.222911, -6.956110], [2.148584, -0.305016, -7.837999], [7.392787, 10.321483, 2.485810], [8.524842, 9.526269, 3.004021], [9.418894, 8.921936, 3.417196], [7.457342, 10.393237, 1.400657], [6.451300, 9.844654, 2.756319], [7.420164, 11.323516, 2.911657]], "forces_ev_per_angstrom": [[0.6, -1.0, -1.6], [-0.3, 1.2, 1.7], [-2.3, 0.3, 1.4], [-1.0, -0.2, -0.5], [0.7, 0.2, 0.0], [-0.1, 1.6, -0.6], [-0.1, -0.5, 1.0], [-0.2, -0.2, 0.1], [1.0, -1.3, 0.8], [0.1, 0.2, 0.0], [1.4, 1.3, 0.0], [1.6, -2.4, 1.5], [0.4, 1.7, -0.9], [-0.4, -0.4, -0.2], [-0.4, 0.1, 1.5], [-1.4, 1.4, -0.4], [1.8, 0.0, -0.5], [-0.4, -0.7, -0.6], [0.1, -0.8, 0.9], [0.1, -0.7, -0.7], [-0.2, 0.8, -0.4], [0.5, -0.3, 0.5], [-0.3, 0.3, -0.9], [0.8, 0.4, -0.2], [-0.6, -0.2, -0.8], [0.9, 0.3, 0.1], [-0.9, 0.6, 0.1], [-0.5, 0.2, -0.9], [-1.0, -0.4, 0.3], [0.3, -0.8, 0.5], [-0.6, -0.1, -0.9], [0.6, 0.0, -0.7], [-0.2, -1.1, 0.1], [-0.5, 0.1, -0.1], [0.3, 0.0, 0.3], [0.1, 0.1, 0.2], [0.0, 0.1, -0.1], [0.0, -0.1, 0.0], [0.0, 0.0, 0.0], [0.2, -0.4, -0.2], [-0.2, 0.3, 0.1], [0.1, 0.3, 0.2], [0.0, 0.0, 0.0], [0.0, 0.0, -0.1], [0.0, 0.0, 0.0], [-0.1, 0.1, -0.4], [0.2, 0.0, 0.3], [0.1, 0.0, 0.2], [-0.1, 0.0, 0.0], [-0.1, 0.0, -0.1], [0.0, -0.1, 0.0], [0.6, -0.1, -0.2], [-0.2, 0.1, 0.0], [-0.3, 0.1, 0.0], [0.0, 0.0, 0.1], [0.0, 0.0, -0.1], [0.0, 0.0, 0.0], [-0.2, -0.1, -0.5], [0.2, -0.1, 0.4], [0.1, 0.1, 0.3], [-0.1, 0.0, 0.0], [-0.1, 0.0, 0.0], [0.0, 0.0, 0.0], [-0.4, 0.1, 0.0], [0.4, -0.1, 0.1], [0.2, -0.1, 0.0], [-0.1, 0.0, 0.0], [-0.1, 0.0, 0.0], [-0.1, 0.0, 0.0], [0.2, 0.0, 0.4], [-0.1, -0.1, -0.4], [-0.2, 0.3, -0.3], [0.0, 0.0, 0.1], [0.0, 0.0, 0.1], [0.0, 0.0, 0.1], [-0.4, 0.0, 0.3], [0.4, 0.0, -0.2], [0.2, 0.1, -0.1], [0.0, 0.0, 0.0], [0.0, 0.0, 0.0], [0.0, 0.0, 0.0], [0.4, 0.1, -0.3], [-0.3, -0.1, 0.2], [-0.2, 0.0, 0.1], [0.0, 0.0, 0.0], [0.0, 0.0, 0.0], [0.0, 0.0, 0.0], [0.3, -0.3, 0.2], [0.1, 0.2, 0.1], [-0.5, 0.3, -0.2], [0.0, 0.0, 0.0], [0.0, 0.0, 0.0], [0.0, -0.1, 0.0], [-0.4, 0.3, -0.2], [0.3, -0.2, 0.1], [0.1, -0.2, 0.0], [0.0, 0.0, 0.0], [0.0, 0.0, 0.0], [0.0, 0.0, 0.0], [-0.2, -0.5, 0.2], [0.2, 0.3, -0.2], [0.0, 0.1, -0.1], [-0.1, 0.0, 0.0], [0.0, -0.1, -0.1], [0.0, -0.1, 0.0], [0.4, 0.2, 0.2], [-0.3, -0.1, -0.2], [-0.2, -0.1, -0.1], [0.0, 0.0, 0.0], [0.1, 0.0, 0.0], [0.1, 0.0, 0.0], [0.5, -0.1, 0.2], [0.2, 0.0, 0.0], [-5.6, 4.5, -0.2], [0.0, 0.0, 0.1], [0.0, 0.0, 0.0], [0.0, -0.1, 0.0], [-0.5, 0.3, -0.1], [0.2, 0.3, 0.2], [5.2, -5.0, 0.0], [0.0, 0.0, 0.0], [0.0, 0.0, 0.0], [0.0, 0.0, 0.0], [-0.4, 0.3, -0.1], [0.1, -0.1, 0.0], [0.4, -0.1, 0.2], [0.0, 0.0, 0.0], [0.0, 0.1, 0.0], [-0.1, 0.0, 0.0], [-0.1, -0.4, 0.2], [0.1, 0.3, -0.2], [0.2, 0.2, -0.2], [0.0, 0.0, 0.0], [0.0, 0.0, 0.0], [0.0, 0.0, 0.0], [0.4, -0.3, 0.1], [0.4, 0.0, 0.2], [-0.8, 0.6, -0.4], [0.0, 0.0, 0.0], [0.0, 0.0, 0.0], [0.0, -0.1, 0.0]], "spin_multiplicity": 1, "homo_ev": -9.6, "total_charge": 1, "lumo_energy_ev": -4.68, "gap_ev": 4.89}